one | A 8-piece molecular cluster, H16O8 overall. Source: the Open Molecules 2025 dataset; level of theory: the ωB97M-V functional and the def2-TZVPD basis.

Values from the calculation:
Gap between HOMO and LUMO (spin up / spin down) (eV): 10.58 / 2.60
Highest occupied orbital energy (spin up / spin down) (Ha): -0.51065 / -0.51054
Total charge: +1
Multiplicity: 2

```
24
H16O8, DFT the ωB97M-V functional and the def2-TZVPD basis
O 3.2932 -0.8528 -1.9806
H 3.4761 -1.1500 -2.8719
H 2.5767 -0.2257 -2.0790
O 0.8830 0.6187 -2.9201
H 0.4458 0.5114 -2.0754
H 0.5135 -0.0714 -3.4709
O -1.9217 -1.4323 1.0188
H -1.9335 -1.5218 1.9717
H -1.6823 -2.3022 0.6990
O -2.2419 2.1720 1.2218
H -2.4086 1.6019 0.4712
H -2.8023 1.8250 1.9159
O 2.4285 -0.6328 2.4429
H 1.9559 -0.0138 1.8864
H 3.2206 -0.1635 2.7050
O -3.9591 -1.2683 -0.6708
H -4.0129 -1.3730 0.2792
H -3.0209 -1.2189 -0.8540
O 0.2834 -0.3493 -0.5478
H -0.4802 -0.5587 -0.0100
H 0.7792 0.2812 -0.0254
O 1.5243 1.6648 1.0676
H 2.1236 2.0857 0.4512
H 0.9597 2.3738 1.3755
```

=====

two | A 8-piece molecular cluster, H16O8 overall. Source: the Open Molecules 2025 dataset; level of theory: the ωB97M-V functional and the def2-TZVPD basis.

Values from the calculation:
Gap between HOMO and LUMO (spin up / spin down) (eV): 11.81 / 2.97
Highest occupied orbital energy (spin up / spin down) (Ha): -0.55691 / -0.52076
Total charge: +1
Multiplicity: 2

```
24
H16O8, DFT the ωB97M-V functional and the def2-TZVPD basis
O -2.5329 -0.8239 -1.1590
H -2.9249 -0.6629 -2.0173
H -1.8035 -1.4180 -1.3359
O -0.1616 -0.2965 0.3242
H 0.4140 0.1694 -0.2822
H -1.0408 0.0132 0.1063
O 0.2440 1.7176 2.7852
H -0.3295 2.1599 3.4109
H -0.3092 1.5645 2.0192
O -0.4014 -3.0228 1.1916
H -0.5265 -2.0997 0.9715
H 0.5189 -3.0861 1.4469
O -0.5351 -2.3583 -1.8884
H -0.0637 -2.2186 -2.7097
H 0.1369 -2.6511 -1.2728
O 2.2983 -0.3800 1.9765
H 1.5758 -0.3904 1.3487
H 2.7079 -1.2403 1.8853
O 1.4554 1.8607 -0.9435
H 1.6934 2.7533 -0.6928
H 2.1680 1.5738 -1.5146
O -1.1012 2.7825 -1.4783
H -0.2646 2.4434 -1.1599
H -1.2177 3.6102 -1.0120
```

=====

Top of the stability list: one, leading by 2.6 kcal/mol.

=====

one | One molecule with the formula C3H4FN3. Source: the Open Molecules 2025 dataset; level of theory: the ωB97M-V functional and the def2-TZVPD basis.

Values from the calculation:
Gap between HOMO and LUMO (eV): 9.16
Highest occupied orbital energy (Ha): -0.30720
SMILES: Nc1nc(F)c[nH]1
Total charge: 0
Multiplicity: 1

```
11
C3H4FN3, DFT the ωB97M-V functional and the def2-TZVPD basis
C 0.0997 0.2808 0.9794
C -0.2248 -0.0126 -1.1023
C 0.2154 -1.2046 -0.6481
H 0.0349 1.8237 2.2525
H -0.3216 0.4052 2.9767
H 0.4656 -2.1746 -1.0522
H 1.0166 -1.5825 1.3386
N 0.3036 0.8144 2.2609
N -0.2306 0.9103 -0.0816
N 0.4033 -1.0376 0.7185
F -0.5635 0.2597 -2.3527
```

=====

two | One molecule with the formula C3H4FN3. Source: the Open Molecules 2025 dataset; level of theory: the ωB97M-V functional and the def2-TZVPD basis.

Values from the calculation:
Gap between HOMO and LUMO (eV): 10.61
Highest occupied orbital energy (Ha): -0.34995
SMILES: Cc1n[nH]nc1F
Total charge: 0
Multiplicity: 1

```
11
C3H4FN3, DFT the ωB97M-V functional and the def2-TZVPD basis
C -0.6037 -0.1020 -0.1195
C -2.0538 0.4250 0.0700
C 0.6149 0.7270 -0.1072
N -0.7679 -1.3772 -0.3124
N -2.8531 -0.5545 0.0628
N -2.0537 -1.6174 -0.2215
F -2.3582 1.6975 0.4745
H 0.2610 1.8493 0.0889
H 1.2972 0.3505 0.5764
H 1.0887 0.8302 -1.0190
H -2.4543 -2.6139 -0.3562
```

=====

Top of the stability list: one, leading by 39.3 kcal/mol.